Here is C48H57AsCl2CsFN6O2S as an isolated structure from the Open Molecules 2025 dataset. Energies are from ωB97M-V/def2-TZVPD.

For the LUMO energy, the calculation gives 3.34 eV. The value obtained for the highest occupied orbital energy is -0.14 eV. Its net charge is -2. The gap between HOMO and LUMO is 3.48 eV.

Geometry (Å):
Cs: 1.43323 0.97289 -0.65007
C: -7.40369 -1.53077 0.13141
C: -6.68284 -0.18299 0.26485
C: -7.17128 0.74630 -0.84477
C: -7.02920 0.45288 1.61824
C: -5.17540 -0.40714 0.19175
C: -4.37433 0.15889 -0.78690
C: -3.00534 -0.07799 -0.75616
N: -2.40841 -0.79552 0.18196
C: -3.16432 -1.36178 1.12188
C: -4.54463 -1.20014 1.15213
C: -2.42108 -2.13551 2.17554
C: -3.08283 -2.93243 3.10350
C: -2.36026 -3.60088 4.09105
C: -0.98544 -3.42252 4.08670
C: -0.40418 -2.61239 3.11717
N: -1.09625 -1.98556 2.17967
C: -3.09386 -4.45917 5.11809
C: -4.05529 -3.56945 5.91722
C: -3.89361 -5.55066 4.39530
C: -2.13060 -5.13300 6.09387
H: -8.48584 -1.38688 0.19415
H: -7.10819 -2.22192 0.92240
H: -7.17399 -2.00017 -0.82704
H: -8.24789 0.90282 -0.74115
H: -6.98703 0.32589 -1.83555
H: -6.67922 1.71968 -0.80139
H: -8.09955 0.67150 1.66515
H: -6.47726 1.38309 1.76264
H: -6.78385 -0.21003 2.44927
H: -4.76862 0.80285 -1.56172
H: -2.35060 0.33195 -1.51795
H: -5.13344 -1.65144 1.93823
H: -4.15770 -3.03781 3.06043
H: -0.34416 -3.89193 4.81922
H: 0.66732 -2.44433 3.09821
H: -4.81087 -3.11959 5.27170
H: -3.51634 -2.76000 6.41230
H: -4.56960 -4.15992 6.68044
H: -4.63117 -5.12410 3.71476
H: -4.42467 -6.17086 5.12251
H: -3.23423 -6.19494 3.81089
H: -1.56803 -4.39973 6.67429
H: -1.41608 -5.77511 5.57584
H: -2.69346 -5.75385 6.79484
C: -0.09234 -3.92591 -3.73070
C: -0.37605 -2.54329 -3.21370
N: -1.33315 -2.26226 -2.41632
O: -2.04465 -3.41464 -1.99599
C: 0.50546 -1.43910 -3.63258
C: 1.28402 -1.52644 -4.91165
N: 0.60552 -0.43609 -2.81385
O: 1.42193 0.52699 -3.16599
H: -0.47474 -4.68450 -3.05225
H: 0.98104 -4.05866 -3.86911
H: -0.56280 -4.07452 -4.70657
H: -2.51059 -3.05375 -1.23360
H: 0.69870 -1.98908 -5.71183
H: 2.21015 -2.10437 -4.80508
H: 1.56722 -0.51751 -5.20748
S: 0.22028 3.87073 0.39010
C: 0.21557 4.86967 -1.05186
C: 0.64397 6.21196 -0.96341
C: 0.55820 7.08379 -2.02892
C: 0.02709 6.66290 -3.24607
C: -0.38007 5.34393 -3.36938
C: -0.26098 4.44791 -2.31099
As: -0.87834 2.59031 -2.46080
C: -0.70740 2.24108 -4.38962
C: -1.47821 1.19944 -4.90386
C: -1.29839 0.75078 -6.20542
C: -0.32651 1.32923 -7.00944
C: 0.47045 2.34126 -6.49355
C: 0.28804 2.78647 -5.19186
C: -2.79916 3.10927 -2.39040
C: -3.68249 3.15429 -3.46578
C: -5.01515 3.50509 -3.27525
C: -5.48240 3.82458 -2.00764
C: -4.60463 3.79772 -0.93218
C: -3.27712 3.44088 -1.12262
H: 1.02968 6.54723 -0.00846
H: 0.89415 8.10838 -1.90442
H: -0.06821 7.34689 -4.08139
H: -0.80730 5.00582 -4.30691
H: -2.20877 0.70132 -4.27473
H: -1.90626 -0.06657 -6.57638
H: -0.17443 0.97714 -8.02322
H: 1.25458 2.77499 -7.10370
H: 0.94393 3.54973 -4.79249
H: -3.33628 2.92438 -4.46522
H: -5.68464 3.53372 -4.12809
H: -6.52125 4.09993 -1.86329
H: -4.94317 4.04876 0.06648
H: -2.59306 3.44528 -0.27925
Cl: 1.50590 -2.30103 0.19349
C: 2.92268 -3.00594 -0.55249
Cl: 3.47402 -4.49198 0.28392
H: 3.73117 -2.28667 -0.49330
H: 2.68826 -3.29150 -1.57165
N: -1.65320 1.19482 2.97965
N: -2.36658 2.03356 2.04820
H: -0.81182 0.80738 2.55214
H: -2.25298 0.40013 3.16255
H: -2.35877 1.59741 1.12763
H: -1.80595 2.87402 1.93472
F: 6.31674 1.08880 -0.73178
C: 5.38024 0.78925 0.24170
C: 5.23999 -0.51464 0.68411
C: 4.31295 -0.82072 1.66341
C: 3.45584 0.16544 2.26635
C: 2.48300 -0.13945 3.20178
C: 3.69304 1.50495 1.78943
C: 4.61419 1.79955 0.80557
H: 5.87463 -1.28896 0.26174
H: 4.22786 -1.85200 1.99485
H: 1.85787 0.63142 3.63451
H: 2.34804 -1.16542 3.52422
H: 3.08923 2.30837 2.19845
H: 4.73948 2.81950 0.45782

=====

Here is C19H17N4O8V as an isolated structure from the Open Molecules 2025 dataset. Energies are from ωB97M-V/def2-TZVPD.

For the LUMO energy (spin up / spin down), the calculation gives -3.61 / -3.78 eV. The value obtained for the highest occupied orbital energy (spin up / spin down) is -9.60 / -11.43 eV. Its net charge is +1. The spin multiplicity is 4. The gap between HOMO and LUMO (spin up / spin down) is 5.99 / 7.65 eV.

Geometry (Å):
V: 1.11059 -0.15830 0.75894
O: -0.12666 3.42419 2.43610
C: 0.55089 2.34849 2.06096
O: 0.55987 1.94605 0.88391
C: 1.32348 1.64542 3.05778
C: 1.80685 2.15134 4.26353
C: 2.85127 1.49937 4.88789
C: 3.49532 0.43800 4.21593
C: 2.96929 -0.01454 3.03554
N: 1.80725 0.48469 2.53666
C: 3.64524 -0.81599 1.98749
O: 4.68393 -1.58106 2.26036
O: 3.25451 -0.70203 0.83225
H: -0.50700 3.83851 1.64784
H: 1.39287 3.06488 4.66751
H: 3.25036 1.86574 5.82174
H: 4.42950 0.05297 4.60379
H: 4.82315 -1.66465 3.21182
O: -1.16016 -0.20701 -5.79877
C: 0.22658 -0.26093 -5.55116
C: 0.46478 -0.24066 -4.06866
C: 1.76018 -0.25396 -3.56483
C: 1.94794 -0.23540 -2.19934
N: 0.92681 -0.20758 -1.34041
C: -0.33001 -0.21591 -1.81145
C: -0.59299 -0.21955 -3.17163
C: -1.40909 -0.23106 -0.78691
C: -2.75571 -0.23031 -1.10468
C: -3.70677 -0.28407 -0.09070
C: -5.18286 -0.31628 -0.41981
O: -5.53907 -1.45800 -1.17039
C: -3.25953 -0.32857 1.22047
C: -1.89908 -0.30619 1.46846
N: -0.99979 -0.24851 0.49218
H: -1.31594 -0.26072 -6.74536
H: 0.74835 0.59280 -5.99868
H: 0.67325 -1.17488 -5.95903
H: 2.62042 -0.28036 -4.22019
H: 2.93737 -0.25127 -1.76037
H: -1.60114 -0.21997 -3.55187
H: -3.07043 -0.20039 -2.13781
H: -5.46495 0.60894 -0.93353
H: -5.75594 -0.36623 0.50502
H: -5.33710 -1.32191 -2.10034
H: -3.95350 -0.39076 2.04715
H: -1.50749 -0.34922 2.47827
O: 0.15642 -3.95574 1.35274
N: 0.02544 -2.95414 0.75222
O: 1.03330 -2.05525 0.99940

=====

Here is C50H56BiGe2N3OS5Se4 as an isolated structure from the Open Molecules 2025 dataset. Energies are from ωB97M-V/def2-TZVPD.

For the LUMO energy, the calculation gives 3.78 eV. The value obtained for the highest occupied orbital energy is -2.05 eV. Its net charge is -2. The gap between HOMO and LUMO is 5.83 eV.

Geometry (Å):
Bi: -1.74935 -2.92108 -2.10960
Se: -3.06724 -5.40214 -2.20769
Se: -4.83995 -4.79596 -3.59424
Se: -5.82020 -3.04445 -2.39507
Se: -4.00625 -1.58503 -1.92368
C: 6.18079 2.58386 2.53366
C: 4.96853 1.70554 2.67056
C: 3.73501 2.24911 2.99742
C: 2.63952 1.44121 3.25621
C: 1.29987 2.02502 3.59446
C: 2.78909 0.05473 3.20057
C: 3.99973 -0.50271 2.79487
C: 4.15011 -1.98782 2.68914
C: 5.07382 0.33093 2.52602
C: 1.73611 -0.79899 3.79947
C: 1.92466 -1.04767 5.16012
C: 1.00889 -1.79248 5.87392
C: -0.10973 -2.28711 5.22909
C: -0.30335 -2.05227 3.87408
C: 0.62002 -1.30149 3.14372
Ge: 0.40788 -1.26021 1.10978
S: 0.65536 -3.16161 0.21348
S: -1.52581 -0.07957 0.49978
Ge: -0.20031 0.71105 -1.16387
S: -0.56176 -0.50054 -2.94019
S: 1.71225 0.32058 0.02410
C: -0.29508 2.67287 -1.71144
C: 0.86098 3.37893 -2.03832
C: 0.77215 4.68211 -2.52042
C: -0.45446 5.29071 -2.68943
C: -1.60220 4.59164 -2.37423
C: -1.53137 3.28726 -1.89447
C: -2.81519 2.60978 -1.60345
C: -3.52229 1.98284 -2.62589
C: -2.95920 1.82877 -4.00615
C: -4.76937 1.43999 -2.34816
C: -5.29879 1.45590 -1.06901
C: -6.57534 0.72751 -0.77196
C: -4.59063 2.10702 -0.06664
C: -3.36514 2.69995 -0.32128
C: -2.60831 3.42327 0.75455
C: 2.23056 2.83369 -1.89924
C: 2.77918 2.05219 -2.91610
C: 1.98709 1.74595 -4.14914
C: 4.07881 1.58687 -2.78493
C: 4.85368 1.91394 -1.68556
C: 6.25722 1.39780 -1.54905
C: 4.30820 2.73079 -0.70682
C: 3.00785 3.19692 -0.79826
C: 2.43216 4.05804 0.28549
C: -1.50999 -2.58927 3.20731
C: -1.51935 -3.88915 2.70144
C: -0.37156 -4.82822 2.92206
C: -2.63269 -4.33468 2.00524
C: -3.74065 -3.52293 1.82471
C: -4.91184 -4.01446 1.03383
C: -3.74660 -2.26186 2.40687
C: -2.64579 -1.78201 3.09867
C: -2.66210 -0.41356 3.71915
H: 5.89673 3.62719 2.40413
H: 6.80027 2.27805 1.69238
H: 6.78970 2.51258 3.43820
H: 3.62720 3.32441 3.06888
H: 1.35000 3.10912 3.68461
H: 0.91370 1.60466 4.52437
H: 0.58970 1.77722 2.80448
H: 3.25128 -2.43820 2.27508
H: 4.32517 -2.42522 3.67282
H: 4.98718 -2.24002 2.04492
H: 6.01623 -0.10973 2.22545
H: 2.80987 -0.65204 5.64844
H: 1.16193 -1.97878 6.92896
H: -0.84307 -2.87154 5.76910
H: 1.68240 5.21495 -2.76924
H: -0.51852 6.30238 -3.06812
H: -2.57537 5.04695 -2.50355
H: -1.97229 2.27924 -4.08655
H: -3.62049 2.27487 -4.75032
H: -2.86307 0.76624 -4.23037
H: -5.31800 0.95826 -3.14583
H: -6.94869 0.23401 -1.66765
H: -7.34265 1.39678 -0.38180
H: -6.38386 -0.04865 -0.03128
H: -4.99441 2.12780 0.93733
H: -3.21018 3.51522 1.65576
H: -2.31071 4.41799 0.41840
H: -1.69819 2.87687 1.00297
H: 1.65454 2.66910 -4.62419
H: 1.09943 1.16808 -3.89279
H: 2.58012 1.17576 -4.86158
H: 4.49040 0.95335 -3.55962
H: 6.60512 0.96679 -2.48595
H: 6.29888 0.62399 -0.78243
H: 6.93624 2.19995 -1.25850
H: 4.90741 2.99704 0.15061
H: 3.22129 4.44620 0.92484
H: 1.75099 3.46539 0.89358
H: 1.86715 4.89250 -0.12623
H: 0.54221 -4.28321 3.14145
H: -0.20643 -5.43267 2.03440
H: -0.58836 -5.49522 3.75997
H: -2.61665 -5.31982 1.55914
H: -4.59867 -4.78054 0.32624
H: -5.37483 -3.19712 0.48341
H: -5.66341 -4.45126 1.69362
H: -4.61428 -1.62677 2.28472
H: -3.68312 -0.04908 3.81621
H: -2.11867 0.28487 3.08334
H: -2.18330 -0.41837 4.69968
O: -0.65384 -6.02743 -0.89108
H: -0.29594 -5.22654 -0.47963
H: -0.08510 -6.20847 -1.64402
N: 1.39108 -2.08866 -4.80599
C: 0.84808 -3.28885 -5.10142
N: 0.19618 -3.39314 -6.28755
S: 1.12132 -4.62871 -4.17043
H: 0.90501 -1.26270 -5.12337
H: 1.75562 -1.98995 -3.86854
H: -0.21162 -2.55381 -6.67704
H: -0.39632 -4.20463 -6.37191
N: -2.44889 -2.85878 -5.40364
C: -2.19109 -2.89740 -4.28236

=====

Here is one molecule with the formula C4H13N2 from the Open Molecules 2025 dataset. Energies are from ωB97M-V/def2-TZVPD.

For the LUMO energy (spin up / spin down), the calculation gives 0.92 / 0.69 eV. The value obtained for the highest occupied orbital energy (spin up / spin down) is -2.91 / -9.76 eV. The spin multiplicity is 2. The gap between HOMO and LUMO (spin up / spin down) is 3.83 / 10.46 eV.

Geometry (Å):
N: 0.91505 -1.24485 -2.44803
C: 0.47264 -0.06867 -1.56070
C: 0.74108 -0.15883 -0.01560
N: -0.19403 0.65305 0.98224
C: -0.08874 0.17668 2.47622
C: -1.70367 0.63482 0.49603
H: 1.14675 -0.86375 -3.33511
H: 0.15873 -1.90283 -2.58299
H: 0.07669 1.57473 1.08202
H: -0.53961 0.19984 -1.93069
H: 1.21592 0.67354 -1.76762
H: 1.74551 0.38284 0.04448
H: 0.79462 -1.24178 0.45915
H: -0.82177 0.73666 3.10284
H: 0.98251 0.24067 2.84719
H: -0.31806 -0.96053 2.62222
H: -1.89339 -0.47972 0.35971
H: -1.77421 1.23886 -0.40400
H: -2.34867 1.04007 1.38764

=====

What is the formula in the third record? C50H56BiGe2N3OS5Se4

=====

Repeat the fourth record exactly.
Here is one molecule with the formula C4H13N2 from the Open Molecules 2025 dataset. Energies are from ωB97M-V/def2-TZVPD.

For the LUMO energy (spin up / spin down), the calculation gives 0.92 / 0.69 eV. The value obtained for the highest occupied orbital energy (spin up / spin down) is -2.91 / -9.76 eV. The spin multiplicity is 2. The gap between HOMO and LUMO (spin up / spin down) is 3.83 / 10.46 eV.

Geometry (Å):
N: 0.91505 -1.24485 -2.44803
C: 0.47264 -0.06867 -1.56070
C: 0.74108 -0.15883 -0.01560
N: -0.19403 0.65305 0.98224
C: -0.08874 0.17668 2.47622
C: -1.70367 0.63482 0.49603
H: 1.14675 -0.86375 -3.33511
H: 0.15873 -1.90283 -2.58299
H: 0.07669 1.57473 1.08202
H: -0.53961 0.19984 -1.93069
H: 1.21592 0.67354 -1.76762
H: 1.74551 0.38284 0.04448
H: 0.79462 -1.24178 0.45915
H: -0.82177 0.73666 3.10284
H: 0.98251 0.24067 2.84719
H: -0.31806 -0.96053 2.62222
H: -1.89339 -0.47972 0.35971
H: -1.77421 1.23886 -0.40400
H: -2.34867 1.04007 1.38764